Computed, not measured: CH4NP in the gas phase, with ωB97M-V with the def2-TZVPD basis set.

Cartesian coordinates (Å):
H  1.117  1.402  -2.150
N  0.869  0.854  -1.267
P  -0.586  0.694  -0.761
C  -0.366  -0.590  0.701
H  -1.195  -1.308  0.993
H  0.591  -1.021  0.779
H  -0.430  -0.031  1.706

Summary:
**Structure (SMILES)**: [H]/N=P/C
**2S+1**: 1
**Gap between HOMO and LUMO**: 9.008 eV
**Highest occupied orbital energy**: -8.98 eV
**LUMO**: 0.0 eV
**ΔE to the lowest compared entry with this formula, charge and spin**: 3.64 kcal per mole


Computed, not measured: 2 unconnected molecules or ions with the total composition C6H7N2, with ωB97M-V with the def2-TZVPD basis set.

Cartesian coordinates (Å):
C  1.986  0.662  0.020
C  2.400  -0.683  0.002
C  0.677  1.068  -0.009
C  1.279  -1.559  -0.012
C  -3.130  -0.331  0.033
C  -3.243  0.854  -0.049
N  -0.226  0.082  -0.123
N  0.099  -1.134  -0.117
H  2.802  1.376  0.080
H  3.504  -0.782  0.080
H  0.311  2.112  0.057
H  1.162  -2.604  0.138
H  -3.187  -1.305  0.185
H  -1.187  0.305  -0.160
H  -3.246  1.938  -0.126

Summary:
**2S+1**: 3
**Charge**: +1
**Gap between HOMO and LUMO (alpha / beta)**: 7.463 / 6.008 eV
**Expectation value of S²**: 2.023
**Highest occupied orbital energy (alpha / beta)**: -11.67 / -15.01 eV
**LUMO (alpha / beta)**: -4.2 / -9.0 eV
**ΔE to the lowest compared entry with this formula, charge and spin**: 73.47 kcal per mole


Computed, not measured: a gas-phase ion, C5H10IN2 (charge +1), with ωB97M-V with the def2-TZVPD basis set.

Cartesian coordinates (Å):
C  -0.810  1.255  0.395
C  0.495  0.904  -0.272
C  0.199  -0.123  -1.344
N  -0.199  -1.328  -0.754
C  0.255  -1.905  0.300
N  1.103  -1.229  1.076
C  1.531  0.079  0.789
I  3.456  -0.035  -0.198
H  -1.340  0.422  0.733
H  -1.298  1.868  -0.470
H  -0.676  1.860  1.205
H  0.798  1.791  -0.862
H  -0.575  0.396  -2.050
H  0.993  -0.204  -2.003
H  -0.750  -1.883  -1.371
H  -0.252  -2.816  0.597
H  1.331  -1.553  1.993
H  1.462  0.680  1.740

Summary:
**Structure (SMILES)**: C[C@@H]1C[NH+]=CN[C@H]1I
**2S+1**: 1
**Charge**: +1
**Gap between HOMO and LUMO**: 9.291 eV
**Highest occupied orbital energy**: -13.25 eV
**LUMO**: -4.0 eV
**ΔE to the lowest compared entry with this formula, charge and spin**: 16.58 kcal per mole


Computed, not measured: a molecular structure, C54H69AsBMgN7P2S4, with ωB97M-V with the def2-TZVPD basis set.

Cartesian coordinates (Å):
Mg  -0.723  0.954  -1.832
C  1.490  -3.488  -3.745
C  1.227  -3.585  -2.280
C  1.036  -4.777  -1.651
C  0.706  -4.812  -0.272
N  0.598  -3.711  0.409
N  0.834  -2.536  -0.186
B  0.624  -1.320  0.714
N  1.860  -0.431  0.805
N  2.827  -1.246  1.253
C  4.016  -0.794  1.513
C  4.293  0.588  1.378
C  3.332  1.430  0.906
C  3.582  2.893  0.736
C  2.052  0.885  0.551
S  0.913  1.920  -0.157
C  5.030  -1.830  1.970
C  6.415  -1.223  2.185
C  5.107  -2.933  0.903
C  4.520  -2.441  3.285
N  0.073  -1.743  2.124
N  0.549  -2.348  3.185
C  -0.290  -2.545  4.181
C  -1.638  -2.107  4.108
C  -2.133  -1.481  2.989
C  -3.534  -0.979  2.829
C  -1.182  -1.324  1.976
S  -1.179  -0.619  0.401
C  0.204  -3.273  5.415
C  0.028  -2.368  6.644
C  -0.637  -4.549  5.595
C  1.676  -3.656  5.275
C  1.130  -2.392  -1.494
S  1.417  -0.856  -2.157
C  0.469  -6.124  0.452
C  -0.608  -6.930  -0.289
C  1.790  -6.911  0.454
C  0.024  -5.878  1.894
H  1.501  -4.477  -4.199
H  2.446  -2.995  -3.928
H  0.711  -2.881  -4.211
H  1.120  -5.702  -2.207
H  5.266  0.976  1.643
H  4.596  3.148  1.037
H  2.869  3.464  1.334
H  3.426  3.187  -0.303
H  6.803  -0.766  1.273
H  7.107  -2.012  2.480
H  6.408  -0.477  2.982
H  5.427  -2.528  -0.059
H  4.130  -3.400  0.777
H  5.824  -3.693  1.214
H  4.443  -1.679  4.064
H  5.211  -3.213  3.626
H  3.536  -2.883  3.130
H  -2.296  -2.263  4.953
H  -4.255  -1.782  2.978
H  -3.676  -0.554  1.835
H  -3.747  -0.207  3.571
H  -1.019  -2.113  6.815
H  0.603  -1.446  6.538
H  0.388  -2.889  7.530
H  -1.678  -4.318  5.826
H  -0.236  -5.129  6.426
H  -0.603  -5.169  4.697
H  2.304  -2.771  5.172
H  1.832  -4.297  4.407
H  1.998  -4.200  6.163
H  -0.303  -7.178  -1.305
H  -1.548  -6.378  -0.334
H  -0.786  -7.867  0.239
H  2.117  -7.151  -0.559
H  1.648  -7.849  0.992
H  2.581  -6.345  0.949
H  -0.931  -5.348  1.921
H  0.762  -5.279  2.428
H  -0.093  -6.835  2.403
N  -2.237  3.959  -0.980
P  -2.643  2.831  0.294
C  -4.314  3.419  0.752
C  -5.400  2.622  0.391
C  -6.691  3.005  0.720
C  -6.904  4.183  1.420
C  -5.827  4.981  1.782
C  -4.535  4.604  1.455
C  -1.692  3.485  1.712
C  -0.973  4.673  1.691
C  -0.238  5.057  2.803
C  -0.211  4.259  3.938
C  -0.936  3.074  3.968
C  -1.673  2.694  2.859
P  -1.577  3.270  -2.389
C  -2.658  3.907  -3.703
C  -2.788  5.271  -3.956
C  -3.609  5.703  -4.985
C  -4.297  4.784  -5.766
C  -4.182  3.425  -5.507
C  -3.365  2.985  -4.476
C  0.033  4.080  -2.664
C  1.049  3.276  -3.181
C  2.323  3.779  -3.387
C  2.590  5.104  -3.077
C  1.586  5.914  -2.565
C  0.313  5.408  -2.355
H  -2.986  4.618  -1.163
H  -5.226  1.700  -0.154
H  -7.530  2.382  0.436
H  -7.910  4.481  1.683
H  -5.996  5.899  2.331
H  -3.699  5.225  1.752
H  -0.971  5.290  0.802
H  0.316  5.987  2.785
H  0.363  4.568  4.801
H  -0.922  2.452  4.854
H  -2.248  1.772  2.880
H  -2.252  5.994  -3.354
H  -3.709  6.762  -5.184
H  -4.928  5.126  -6.574
H  -4.729  2.708  -6.104
H  -3.274  1.928  -4.259
H  0.849  2.229  -3.405
H  3.105  3.137  -3.774
H  3.586  5.501  -3.222
H  1.800  6.947  -2.323
H  -0.454  6.042  -1.928
C  1.318  -0.302  -5.852
As  -0.528  0.285  -5.746
C  -0.507  2.171  -6.217
C  -1.435  -0.594  -7.203
S  -1.589  -0.258  -3.991
H  1.835  0.326  -6.577
H  1.332  -1.336  -6.190
H  1.795  -0.232  -4.878
H  -0.683  2.245  -7.289
H  0.463  2.605  -5.984
H  -1.287  2.712  -5.686
H  -0.894  -0.420  -8.133
H  -2.445  -0.197  -7.285
H  -1.489  -1.662  -7.003

Summary:
**2S+1**: 1
**Charge**: +2
**Gap between HOMO and LUMO**: 7.550 eV
**Highest occupied orbital energy**: -12.37 eV
**LUMO**: -4.8 eV
**ΔE to the lowest compared entry with this formula, charge and spin**: 9.82 kcal per mole


Computed, not measured: 2 unconnected molecules or ions with the total composition C2H2O3S, with ωB97M-V with the def2-TZVPD basis set.

Cartesian coordinates (Å):
C  0.525  -0.370  0.889
C  0.489  -1.747  0.424
O  0.438  0.800  0.975
O  -2.000  1.454  -0.642
O  0.070  2.113  -1.713
S  -0.843  2.303  -0.631
H  -0.137  -2.632  0.568
H  1.458  -1.921  0.130

Summary:
**2S+1**: 1
**Gap between HOMO and LUMO**: 8.886 eV
**Highest occupied orbital energy**: -9.50 eV
**LUMO**: -0.6 eV
**ΔE to the lowest compared entry with this formula, charge and spin**: 65.19 kcal per mole


Computed, not measured: a molecular structure, C18H25BGaN8O3S2, with ωB97M-V with the def2-TZVPD basis set.

Cartesian coordinates (Å):
Ga  0.073  -0.228  -0.606
C  -3.296  1.858  1.478
N  -1.954  2.372  1.564
C  -1.370  3.013  2.623
C  -0.151  3.436  2.199
N  0.017  3.077  0.896
B  1.035  3.759  -0.072
N  2.103  2.779  -0.642
C  3.024  3.246  -1.532
C  4.025  2.332  -1.645
N  3.711  1.298  -0.821
C  4.511  0.139  -0.555
C  2.532  1.585  -0.240
S  1.751  0.497  0.871
C  -1.078  2.413  0.536
S  -1.378  1.611  -0.969
H  -3.796  1.958  2.438
H  -3.291  0.809  1.170
H  -3.859  2.414  0.727
H  -1.857  3.125  3.572
H  0.607  3.971  2.732
H  1.624  4.572  0.564
H  0.413  4.197  -0.982
H  2.906  4.195  -2.008
H  4.913  2.339  -2.241
H  5.328  0.101  -1.268
H  3.899  -0.755  -0.671
H  4.906  0.180  0.460
C  -2.088  -1.696  -4.051
C  -1.119  -1.478  -2.948
N  -1.457  -1.407  -1.701
O  -2.815  -1.481  -1.414
C  0.297  -1.402  -3.208
C  0.922  -1.935  -4.451
N  1.027  -0.912  -2.242
O  2.296  -0.843  -2.269
H  -3.050  -1.259  -3.798
H  -2.242  -2.765  -4.186
H  -1.728  -1.280  -4.986
H  -2.880  -1.577  -0.453
H  0.373  -2.792  -4.828
H  1.939  -2.232  -4.197
H  0.983  -1.183  -5.238
N  -2.795  -1.017  4.319
C  -2.071  -2.161  4.306
O  -2.178  -3.015  5.151
C  -1.174  -2.371  3.111
C  -0.482  -3.580  3.051
C  0.282  -3.870  1.935
C  0.323  -2.950  0.901
N  -0.325  -1.791  0.960
C  -1.046  -1.500  2.039
H  -3.372  -0.862  5.131
H  -2.571  -0.222  3.748
H  -0.582  -4.264  3.883
H  0.825  -4.796  1.859
H  0.884  -3.125  -0.009
H  -1.525  -0.528  2.006

Summary:
**2S+1**: 1
**Charge**: +1
**Gap between HOMO and LUMO**: 8.016 eV
**Highest occupied orbital energy**: -11.00 eV
**LUMO**: -3.0 eV